The following is a quantum chemistry calculation of the molecule C5H11NO, from the Open Molecules 2025 dataset.

```
18
C5H11NO ωB97M-V with the def2-TZVPD basis set
C 0.2923 -1.4833 -0.3763
C -0.6089 -0.2963 -0.6782
C -0.3732 0.2341 -2.0953
C -0.3318 0.8677 0.3057
N -0.2206 0.4935 1.6953
C 0.9305 0.6105 2.3920
O 1.9581 1.0983 1.9682
H 0.1178 -2.3042 -1.0212
H 1.3234 -1.1723 -0.5633
H 0.2058 -1.8514 0.6410
H -1.6676 -0.5672 -0.6393
H -1.1402 0.9695 -2.3549
H -0.3713 -0.5564 -2.8307
H 0.5611 0.7967 -2.1489
H -1.1570 1.5762 0.2151
H 0.5668 1.3693 -0.0237
H -0.9638 -0.0679 2.0711
H 0.8785 0.2832 3.4433
```

Output
SMILES string = CC(C)CNC=O
Charge = 0
E_LUMO = 0.90 eV
Relative energy (zero: lowest compared OMol25 entry of this formula, charge and spin) = 9.59 kcal per mole
Energy = -8901.281 eV
F_max = 1.23 eV/Å
HOMO-LUMO gap = 0.3900 hartree